{
  "formula": "C3H8AlNO6P",
  "method": "ωB97M-V/def2-TZVPD",
  "species": ["C", "H", "C", "H", "O", "Al", "O", "H", "P", "H", "O", "C", "H", "O", "H", "O", "O", "H", "H", "N"],
  "coordinates": [[-1.720, -0.472, -0.409], [3.060, -2.559, -0.755], [-2.111, 0.069, 1.924], [-1.833, -0.867, 2.413], [-0.526, -0.420, -0.213], [1.944, 0.632, -1.316], [6.385, 1.619, -1.155], [-4.523, 0.492, 0.634], [4.913, 1.545, -1.362], [-4.256, -1.234, 1.235], [4.258, 0.934, -0.067], [-4.038, -0.471, 0.485], [-2.856, 0.571, 2.543], [3.935, 2.637, -1.762], [-4.318, -0.911, -0.471], [4.540, 0.330, -2.288], [3.256, -1.627, -0.589], [-2.241, -0.794, -1.324], [-1.269, 0.755, 1.884], [-2.599, -0.231, 0.595]],
  "nbo_charge": [0.53, 0.41, -0.42, 0.20, -0.61, 0.86, -1.07, 0.20, 2.40, 0.19, -0.77, -0.40, 0.19, -1.06, 0.21, -0.73, -1.05, 0.11, 0.24, -0.43],
  "e_above_lowest_kcal_mol": 9.8,
  "homo_energy_ha": -0.17222,
  "gap_ha": 0.18349,
  "charge": -1,
  "e_lumo_ev": 0.3,
  "multiplicity": 1
}

{
  "formula": "C28H24AuIN2O2S3",
  "method": "ωB97M-V/def2-TZVPD",
  "species": ["C", "H", "H", "H", "C", "O", "S", "C", "C", "C", "H", "C", "C", "C", "C", "C", "H", "H", "C", "H", "Au", "O", "H", "H", "C", "N", "C", "H", "H", "C", "C", "H", "H", "C", "H", "C", "H", "H", "H", "S", "H", "C", "C", "C", "C", "I", "H", "C", "H", "H", "C", "H", "H", "C", "C", "C", "C", "H", "S", "C", "N"],
  "coordinates": [[-2.982, -3.789, -2.255], [4.040, -3.030, -4.383], [0.735, 5.442, -2.022], [4.877, 3.199, -0.953], [0.314, 3.871, 3.103], [-0.826, -2.142, 0.100], [0.600, 0.976, 1.926], [5.603, -0.337, 0.434], [4.093, -3.183, -3.314], [4.346, -0.001, -0.047], [-4.928, -3.133, -2.933], [4.208, -3.600, -0.562], [-0.395, 5.586, -0.201], [-0.984, 1.623, 2.160], [-0.498, 5.180, 1.119], [-1.842, -2.352, -0.654], [-1.338, 5.503, 1.723], [-4.917, -1.114, -1.566], [-4.072, -1.789, -1.519], [-1.148, 6.240, -0.621], [-0.088, -0.018, -0.195], [1.924, -0.535, -0.793], [2.270, 3.251, 1.318], [-2.991, -4.686, -2.863], [0.460, 4.338, 1.680], [-2.057, 1.242, 1.576], [-4.085, -2.917, -2.292], [-1.043, -4.179, -1.427], [2.441, 3.950, -1.043], [-3.035, -0.309, 0.153], [6.344, 1.887, -0.099], [1.164, 3.275, 3.427], [-4.295, 0.886, 1.403], [5.078, 2.209, -0.567], [7.131, 2.628, -0.122], [3.681, -2.433, -1.090], [5.116, -5.481, -1.040], [7.595, 0.372, 0.765], [-4.699, 0.903, -0.316], [-1.216, 2.897, 3.358], [4.227, -3.759, 0.509], [0.663, 5.143, -0.985], [6.606, 0.617, 0.401], [1.621, 4.309, -0.433], [-4.372, 0.271, 0.514], [-0.515, 1.003, -2.600], [5.800, -1.330, 0.820], [4.642, -4.353, -2.802], [-5.106, -0.517, 0.662], [3.069, 1.484, -0.904], [4.064, 1.261, -0.540], [5.013, -5.114, -3.476], [0.180, 4.708, 3.790], [-2.971, -1.462, -0.699], [1.523, 3.912, 0.894], [-1.899, -3.519, -1.465], [4.702, -4.562, -1.431], [3.156, -1.300, -2.831], [3.008, -1.201, 0.021], [3.607, -2.211, -2.456], [-1.967, 0.258, 0.650]],
  "nbo_charge": [-0.15, 0.23, 0.21, 0.22, -0.54, -0.78, -0.23, -0.23, -0.20, -0.17, 0.21, -0.24, -0.22, -0.08, -0.15, 0.44, 0.21, 0.20, -0.08, 0.21, 1.22, -0.98, 0.22, 0.21, -0.07, -0.35, -0.31, 0.22, 0.20, 0.40, -0.20, 0.24, 0.26, -0.19, 0.22, -0.17, 0.22, 0.22, 0.25, 0.29, 0.23, -0.20, -0.20, -0.20, -0.68, -0.51, 0.22, -0.19, 0.24, 0.26, -0.25, 0.22, 0.24, -0.30, -0.21, -0.30, -0.19, 0.25, 1.28, -0.22, -0.26],
  "e_above_lowest_kcal_mol": 42.4,
  "homo_energy_ha": -0.26499,
  "gap_ha": 0.19069,
  "e_lumo_ev": -2.0,
  "multiplicity": 1
}

{
  "formula": "C19H28BF4O2Pt",
  "method": "ωB97M-V/def2-TZVPD",
  "species": ["C", "H", "H", "H", "C", "F", "C", "C", "H", "C", "C", "C", "H", "F", "H", "C", "H", "B", "H", "H", "H", "H", "H", "C", "C", "H", "H", "H", "C", "O", "C", "H", "H", "H", "H", "H", "F", "C", "C", "C", "H", "H", "H", "H", "F", "H", "H", "H", "C", "C", "O", "Pt", "H", "C", "C"],
  "coordinates": [[1.679, -1.299, 0.947], [1.126, -3.049, -3.003], [2.015, 5.194, -0.946], [2.405, 2.484, 0.813], [-1.276, -2.300, -4.353], [1.319, 0.416, 7.701], [-2.824, -1.391, 1.551], [2.093, 2.230, -0.224], [1.884, -1.433, -3.249], [-2.416, -0.215, 0.739], [0.568, 2.405, -0.207], [-1.880, 0.739, 1.765], [-1.253, 0.417, 3.892], [-0.528, 1.320, 6.608], [0.988, -3.031, -0.414], [1.347, -1.041, 2.305], [-2.188, -1.704, -4.446], [0.501, 0.334, 6.536], [-2.427, -1.951, 3.641], [1.781, -0.296, 2.973], [-1.814, 1.800, 1.576], [-0.901, -2.482, -5.367], [2.481, 1.235, -0.542], [-0.197, -0.097, -4.281], [0.813, -2.407, 0.454], [0.182, 2.270, 0.815], [-0.967, 0.064, -5.037], [-1.442, -3.269, -3.881], [0.338, 3.832, -0.783], [2.668, 3.202, -1.130], [1.136, -2.142, -3.612], [0.774, 0.276, -4.614], [-1.488, 0.856, -2.683], [0.025, -2.064, 3.728], [0.323, 0.885, -2.410], [-0.014, 4.537, -0.014], [-0.081, -0.968, 6.412], [-2.358, -1.218, 2.846], [0.354, -1.958, 2.700], [1.697, 4.237, -1.380], [-2.943, 0.100, -0.155], [1.428, -2.391, -4.633], [-3.430, -2.215, 1.189], [-0.418, 3.756, -1.580], [1.277, 0.560, 5.351], [2.551, -0.949, 0.403], [0.072, 1.674, -0.863], [1.606, 4.365, -2.470], [-0.056, -2.748, 1.597], [-1.746, 0.083, 2.980], [-0.619, -0.991, -2.312], [-0.612, -0.981, -0.048], [-0.809, -3.536, 1.632], [-0.529, 0.359, -2.868], [-0.214, -1.500, -3.651]],
  "nbo_charge": [-0.15, 0.22, 0.19, 0.19, -0.63, -0.56, -0.03, -0.08, 0.22, -0.50, -0.44, -0.01, 0.32, -0.58, 0.28, -0.17, 0.22, 1.36, 0.27, 0.31, 0.26, 0.24, 0.17, -0.46, -0.40, 0.21, 0.24, 0.22, -0.44, -0.52, -0.64, 0.24, 0.20, 0.29, 0.20, 0.23, -0.60, -0.15, -0.13, -0.08, 0.28, 0.25, 0.26, 0.21, -0.61, 0.27, 0.17, 0.19, -0.16, -0.16, -0.63, 0.93, 0.26, -0.06, 0.30],
  "e_above_lowest_kcal_mol": 12.8,
  "homo_energy_ha": [-0.45700, -0.45700],
  "gap_ha": [0.29214, 0.17480],
  "charge": 1,
  "e_lumo_ev": [-4.5, -7.7],
  "multiplicity": 5
}

Look up the multiplicity of the second one.
1

The highest multiplicity belongs to which entry?
C19H28BF4O2Pt

Repeat the third record exactly.
{
  "formula": "C19H28BF4O2Pt",
  "method": "ωB97M-V/def2-TZVPD",
  "species": ["C", "H", "H", "H", "C", "F", "C", "C", "H", "C", "C", "C", "H", "F", "H", "C", "H", "B", "H", "H", "H", "H", "H", "C", "C", "H", "H", "H", "C", "O", "C", "H", "H", "H", "H", "H", "F", "C", "C", "C", "H", "H", "H", "H", "F", "H", "H", "H", "C", "C", "O", "Pt", "H", "C", "C"],
  "coordinates": [[1.679, -1.299, 0.947], [1.126, -3.049, -3.003], [2.015, 5.194, -0.946], [2.405, 2.484, 0.813], [-1.276, -2.300, -4.353], [1.319, 0.416, 7.701], [-2.824, -1.391, 1.551], [2.093, 2.230, -0.224], [1.884, -1.433, -3.249], [-2.416, -0.215, 0.739], [0.568, 2.405, -0.207], [-1.880, 0.739, 1.765], [-1.253, 0.417, 3.892], [-0.528, 1.320, 6.608], [0.988, -3.031, -0.414], [1.347, -1.041, 2.305], [-2.188, -1.704, -4.446], [0.501, 0.334, 6.536], [-2.427, -1.951, 3.641], [1.781, -0.296, 2.973], [-1.814, 1.800, 1.576], [-0.901, -2.482, -5.367], [2.481, 1.235, -0.542], [-0.197, -0.097, -4.281], [0.813, -2.407, 0.454], [0.182, 2.270, 0.815], [-0.967, 0.064, -5.037], [-1.442, -3.269, -3.881], [0.338, 3.832, -0.783], [2.668, 3.202, -1.130], [1.136, -2.142, -3.612], [0.774, 0.276, -4.614], [-1.488, 0.856, -2.683], [0.025, -2.064, 3.728], [0.323, 0.885, -2.410], [-0.014, 4.537, -0.014], [-0.081, -0.968, 6.412], [-2.358, -1.218, 2.846], [0.354, -1.958, 2.700], [1.697, 4.237, -1.380], [-2.943, 0.100, -0.155], [1.428, -2.391, -4.633], [-3.430, -2.215, 1.189], [-0.418, 3.756, -1.580], [1.277, 0.560, 5.351], [2.551, -0.949, 0.403], [0.072, 1.674, -0.863], [1.606, 4.365, -2.470], [-0.056, -2.748, 1.597], [-1.746, 0.083, 2.980], [-0.619, -0.991, -2.312], [-0.612, -0.981, -0.048], [-0.809, -3.536, 1.632], [-0.529, 0.359, -2.868], [-0.214, -1.500, -3.651]],
  "nbo_charge": [-0.15, 0.22, 0.19, 0.19, -0.63, -0.56, -0.03, -0.08, 0.22, -0.50, -0.44, -0.01, 0.32, -0.58, 0.28, -0.17, 0.22, 1.36, 0.27, 0.31, 0.26, 0.24, 0.17, -0.46, -0.40, 0.21, 0.24, 0.22, -0.44, -0.52, -0.64, 0.24, 0.20, 0.29, 0.20, 0.23, -0.60, -0.15, -0.13, -0.08, 0.28, 0.25, 0.26, 0.21, -0.61, 0.27, 0.17, 0.19, -0.16, -0.16, -0.63, 0.93, 0.26, -0.06, 0.30],
  "e_above_lowest_kcal_mol": 12.8,
  "homo_energy_ha": [-0.45700, -0.45700],
  "gap_ha": [0.29214, 0.17480],
  "charge": 1,
  "e_lumo_ev": [-4.5, -7.7],
  "multiplicity": 5
}